--- A ---
{
  "formula": "C5H7N2",
  "method": "the ωB97M-V functional and the def2-TZVPD basis",
  "smiles": "C/C=N\\C1=[N+]=C1C",
  "orbital_gap_ev": 11.163,
  "charge": 1,
  "elements": ["N", "N", "C", "C", "C", "C", "C", "H", "H", "H", "H", "H", "H", "H"],
  "positions_angstrom": [[1.18, 0.11, -0.23], [-0.09, -2.01, -0.14], [-2.07, -1.16, -1.66], [1.16, 1.34, 1.78], [-0.84, -1.32, -0.92], [0.27, -0.70, -0.37], [1.70, 0.98, 0.48], [-1.85, -0.27, -2.45], [-2.76, -0.81, -0.94], [-2.46, -2.16, -2.07], [0.25, 1.95, 1.72], [2.62, 1.58, 0.15], [1.94, 2.00, 2.21], [0.94, 0.46, 2.44]]
}

--- B ---
{
  "formula": "C5H7N2",
  "method": "the ωB97M-V functional and the def2-TZVPD basis",
  "orbital_gap_ev": [8.039, 8.730],
  "charge": 1,
  "elements": ["N", "N", "C", "C", "C", "C", "C", "H", "H", "H", "H", "H", "H", "H"],
  "positions_angstrom": [[0.08, -1.46, -0.12], [0.34, 0.81, -0.01], [1.55, 0.20, 0.44], [1.24, -1.24, 0.27], [-1.95, -0.12, -0.11], [-2.98, 0.15, 0.40], [-0.54, -0.32, -0.33], [2.36, 0.53, -0.29], [2.10, 0.63, 1.30], [-3.96, 0.35, 0.61], [-0.46, -0.20, -2.38], [2.04, -1.87, 0.53], [-0.28, 1.42, 0.61], [0.47, 1.12, -0.93]]
}

--- C ---
{
  "formula": "C5H7N2",
  "method": "the ωB97M-V functional and the def2-TZVPD basis",
  "orbital_gap_ev": 9.279,
  "charge": 1,
  "elements": ["N", "N", "C", "C", "C", "C", "C", "H", "H", "H", "H", "H", "H", "H"],
  "positions_angstrom": [[-1.10, -0.92, 0.16], [0.56, 0.28, 0.02], [0.15, -1.05, 0.79], [-0.86, 0.16, -0.42], [1.65, 0.90, -0.04], [0.75, -1.99, 1.50], [-1.63, 1.04, -1.26], [-2.62, 1.07, -0.82], [-1.08, 2.06, -1.23], [1.55, 1.89, -0.60], [0.15, -2.89, 1.76], [1.80, -1.84, 1.72], [2.49, 0.54, 0.70], [-1.81, 0.73, -2.28]]
}

Energy above the most stable structure, in kcal/mol: A 0.0; B 88.7; C 3.1

--- A ---
{
  "formula": "C5H7N2",
  "method": "the ωB97M-V functional and the def2-TZVPD basis",
  "smiles": "C=C=[N+]=C(C)N=C",
  "orbital_gap_ev": 9.320,
  "charge": 1,
  "elements": ["N", "N", "C", "C", "C", "C", "C", "H", "H", "H", "H", "H", "H", "H"],
  "positions_angstrom": [[0.47, -0.59, -0.17], [-0.66, 1.31, -0.37], [-2.73, -0.04, -0.17], [1.72, 1.49, -0.11], [-1.77, 0.78, -0.22], [0.49, 0.68, -0.14], [0.19, -1.78, 0.08], [0.17, -2.05, 1.17], [2.36, 1.02, -0.94], [-3.56, -0.16, 0.47], [0.11, -2.59, -0.75], [1.42, 2.54, -0.44], [-2.82, -0.66, -1.09], [2.11, 1.48, 0.93]]
}

--- B ---
{
  "formula": "C5H7N2",
  "method": "the ωB97M-V functional and the def2-TZVPD basis",
  "orbital_gap_ev": 10.725,
  "charge": 1,
  "elements": ["N", "N", "C", "C", "C", "C", "C", "H", "H", "H", "H", "H", "H", "H"],
  "positions_angstrom": [[0.27, -0.63, -0.28], [-1.03, 0.41, -1.45], [-0.45, 0.49, -0.24], [1.16, -1.24, 0.67], [-0.39, -0.77, -1.73], [-0.57, 1.50, 0.81], [0.28, -1.84, -1.73], [1.84, -0.49, 1.08], [-1.55, 1.97, 0.76], [1.76, -2.00, 0.17], [-0.41, 1.06, 1.79], [-1.67, 0.98, -1.98], [0.60, -1.72, 1.48], [0.18, 2.28, 0.65]]
}

Energy above the most stable structure, in kcal/mol: A 0.0; B 66.4

--- A ---
{
  "formula": "C6H9N",
  "method": "the ωB97M-V functional and the def2-TZVPD basis",
  "orbital_gap_ev": [8.160, 7.091],
  "elements": ["N", "C", "C", "C", "C", "C", "C", "H", "H", "H", "H", "H", "H", "H", "H", "H"],
  "positions_angstrom": [[2.72, 0.01, -0.75], [-0.48, 0.65, -0.06], [-1.66, 1.61, 0.00], [-0.56, -0.84, -0.02], [-0.16, -0.19, 1.11], [2.53, -0.64, 0.27], [-1.04, -1.97, -0.63], [2.93, -0.68, 1.29], [3.41, 0.69, -1.04], [-2.54, 1.21, 0.67], [-0.98, -2.88, -0.05], [-1.48, 2.60, 0.36], [-1.38, -2.00, -1.68], [0.46, 1.05, -0.54], [-2.10, 1.47, -1.06], [0.32, -0.08, 2.13]]
}

--- B ---
{
  "formula": "C6H9N",
  "method": "the ωB97M-V functional and the def2-TZVPD basis",
  "orbital_gap_ev": 8.351,
  "elements": ["N", "C", "C", "C", "C", "C", "C", "H", "H", "H", "H", "H", "H", "H", "H", "H"],
  "positions_angstrom": [[0.59, -0.44, -0.05], [-0.42, -0.07, 1.00], [-0.43, 0.14, -0.99], [-0.49, 1.19, 0.12], [-1.56, -0.89, -0.75], [1.90, -0.30, -0.04], [-1.55, -1.03, 0.57], [2.40, -0.42, -0.99], [-2.12, -1.71, 1.20], [-2.13, -1.43, -1.50], [1.97, 1.58, 0.15], [-1.29, 1.93, 0.20], [-0.13, 0.37, -2.01], [0.94, 1.75, 0.17], [2.41, -0.62, 0.87], [-0.10, -0.04, 2.05]]
}

--- C ---
{
  "formula": "C6H9N",
  "method": "the ωB97M-V functional and the def2-TZVPD basis",
  "smiles": "Cc1c[nH]c(C)c1",
  "orbital_gap_ev": 8.843,
  "elements": ["N", "C", "C", "C", "C", "C", "C", "H", "H", "H", "H", "H", "H", "H", "H", "H"],
  "positions_angstrom": [[0.11, -0.10, 1.49], [1.25, 1.55, -1.57], [0.90, 0.87, 0.90], [-0.79, -0.59, 0.58], [-0.62, 0.13, -0.58], [-1.48, -1.90, 0.72], [0.49, 1.00, -0.40], [0.69, 2.27, -2.18], [1.47, 0.69, -2.22], [2.21, 1.99, -1.29], [0.23, -0.46, 2.43], [-1.18, 0.00, -1.49], [-0.77, -2.70, 0.47], [-2.30, -1.97, -0.01], [1.68, 1.35, 1.46], [-1.89, -2.13, 1.71]]
}

--- D ---
{
  "formula": "C6H9N",
  "method": "the ωB97M-V functional and the def2-TZVPD basis",
  "smiles": "CC#CC[C@H]1CN1",
  "orbital_gap_ev": 10.314,
  "elements": ["N", "C", "C", "C", "C", "C", "C", "H", "H", "H", "H", "H", "H", "H", "H", "H"],
  "positions_angstrom": [[2.31, -0.40, 0.61], [-1.61, 0.25, -0.98], [-0.52, 0.52, -1.42], [0.94, -0.74, 0.99], [0.94, 0.60, -1.29], [-2.62, -0.20, -0.04], [1.23, 0.49, 0.21], [1.44, -0.22, -1.81], [-3.38, 0.54, 0.19], [-3.09, -1.14, -0.35], [1.08, 1.42, 0.76], [0.52, -1.62, 0.52], [2.82, -0.01, 1.40], [0.65, -0.61, 2.03], [1.36, 1.54, -1.67], [-2.06, -0.41, 0.87]]
}

Energy above the most stable structure, in kcal/mol: A 158.6; B 152.0; C 0.0; D 69.0

--- A ---
{
  "formula": "C2H9NS",
  "method": "the ωB97M-V functional and the def2-TZVPD basis",
  "smiles": "CN.CS",
  "orbital_gap_ev": 9.832,
  "elements": ["S", "N", "C", "C", "H", "H", "H", "H", "H", "H", "H", "H", "H"],
  "positions_angstrom": [[-0.09, -1.81, -2.25], [-0.69, 0.97, 0.30], [-0.33, 1.97, 1.29], [0.89, -2.18, -0.78], [0.90, -1.34, -0.09], [0.02, -0.48, -2.15], [0.49, 1.65, 1.92], [0.49, -3.05, -0.27], [-1.05, 0.14, 0.73], [-1.25, 1.35, -0.45], [1.92, -2.38, -1.01], [-0.14, 2.93, 0.81], [-1.15, 2.23, 1.95]]
}

--- B ---
{
  "formula": "C2H9NS",
  "method": "the ωB97M-V functional and the def2-TZVPD basis",
  "smiles": "CCN.S",
  "orbital_gap_ev": 10.072,
  "elements": ["S", "N", "C", "C", "H", "H", "H", "H", "H", "H", "H", "H", "H"],
  "positions_angstrom": [[2.90, -0.55, -0.20], [-0.34, -0.38, 1.17], [-0.72, 1.07, -0.79], [-1.07, -0.22, -0.09], [-0.78, -1.05, -0.73], [1.59, -0.25, -0.24], [-0.88, 1.96, -0.16], [0.34, 1.16, -1.05], [-0.26, -1.36, 1.40], [-1.31, 1.30, -1.67], [-2.15, -0.23, 0.07], [-0.66, 0.23, 1.90], [3.34, -1.67, 0.39]]
}

Energy above the most stable structure, in kcal/mol: A 0.0; B 8.1

--- A ---
{
  "formula": "C2H9NS",
  "method": "the ωB97M-V functional and the def2-TZVPD basis",
  "smiles": "[H][H].C1CS1.N",
  "orbital_gap_ev": 9.274,
  "elements": ["S", "N", "C", "C", "H", "H", "H", "H", "H", "H", "H", "H", "H"],
  "positions_angstrom": [[-1.45, 0.95, 0.28], [2.71, -0.79, 0.07], [-0.04, 0.00, 0.84], [-0.25, -0.14, -0.62], [-1.51, -2.90, -3.49], [-1.46, -2.25, -3.17], [2.42, -1.69, -0.12], [0.36, 0.43, -1.28], [-0.48, -0.63, 1.58], [2.99, -0.59, -0.82], [0.81, 0.51, 1.28], [-0.66, -1.09, -1.03], [3.48, -0.57, 0.78]]
}

--- B ---
{
  "formula": "C2H9NS",
  "method": "the ωB97M-V functional and the def2-TZVPD basis",
  "orbital_gap_ev": 4.915,
  "elements": ["S", "N", "C", "C", "H", "H", "H", "H", "H", "H", "H", "H", "H"],
  "positions_angstrom": [[-1.61, 0.71, 3.52], [0.00, 0.30, -0.53], [1.45, 0.11, -1.07], [-0.60, -1.00, -0.11], [-0.55, 0.74, -1.39], [-0.67, -1.61, -1.04], [-0.06, -1.54, 0.66], [0.12, 1.15, 0.16], [2.16, 0.24, -0.22], [-1.57, -0.99, 0.36], [-2.09, 1.75, 2.91], [1.73, -0.90, -1.63], [1.67, 1.05, -1.63]]
}

Energy above the most stable structure, in kcal/mol: A 0.0; B 29.7

--- A ---
{
  "formula": "C2H9NS",
  "method": "the ωB97M-V functional and the def2-TZVPD basis",
  "smiles": "[H][H].C1CS1.N",
  "orbital_gap_ev": 9.911,
  "elements": ["S", "N", "C", "C", "H", "H", "H", "H", "H", "H", "H", "H", "H"],
  "positions_angstrom": [[-1.10, -1.26, -1.41], [-1.06, 2.20, -0.62], [-0.72, -1.42, 0.39], [0.42, -1.65, -0.49], [-0.78, -0.48, 0.93], [-1.21, -2.27, 0.82], [2.20, 1.11, 1.86], [-0.23, 2.77, -0.56], [0.75, -2.67, -0.68], [-0.74, 1.23, -0.62], [-1.36, 2.32, -1.58], [2.60, 1.07, 2.50], [1.24, -0.94, -0.54]]
}

--- B ---
{
  "formula": "C2H9NS",
  "method": "the ωB97M-V functional and the def2-TZVPD basis",
  "orbital_gap_ev": 9.850,
  "elements": ["S", "N", "C", "C", "H", "H", "H", "H", "H", "H", "H", "H", "H"],
  "positions_angstrom": [[0.85, -2.25, 1.13], [-1.06, 1.86, 0.83], [0.81, -0.82, -0.19], [1.12, -0.37, 1.15], [-0.21, 1.30, 0.82], [-0.95, -1.21, -3.39], [-2.02, 1.51, 0.95], [-1.29, -0.94, -2.73], [2.10, 0.01, 1.27], [-0.15, -0.88, -0.63], [0.31, -0.03, 1.69], [-1.10, 2.48, 0.08], [1.59, -0.66, -1.00]]
}

Energy above the most stable structure, in kcal/mol: A 0.0; B 22.4